No. 1
17
Properties=species:S:1:pos:R:3:nbo_charge:R:1 method="wB97M-V/def2-TZVPD" smiles="C=CN.CCO" multiplicity=1 e_tot_ev=-7862.6100 lumo_ev=0.78 e_homo_ha=-0.29712 gap_ev=8.9 molar_mass_da=89.1 fmax_ev_per_a=1.34
C 3.195 -1.299 -1.430 -0.56
C 2.862 -1.144 -0.138 0.03
N 2.245 -0.036 0.416 -0.82
H 3.342 -2.299 -1.809 0.21
H 2.904 -0.484 -2.090 0.18
H 3.262 -1.812 0.623 0.18
H 1.778 0.581 -0.230 0.38
H 1.837 -0.237 1.310 0.39
C -3.184 0.494 0.065 -0.65
C -1.825 1.195 0.265 -0.07
O -1.247 0.935 1.547 -0.71
H -3.771 0.913 -0.757 0.22
H -3.112 -0.573 -0.157 0.20
H -3.765 0.658 0.973 0.21
H -2.039 2.261 0.296 0.18
H -1.135 0.851 -0.515 0.16
H -1.348 -0.003 1.631 0.45

=====

No. 2
12
Properties=species:S:1:pos:R:3:nbo_charge:R:1 method="wB97M-V/def2-TZVPD" multiplicity=1 e_tot_ev=-29767.8996 lumo_ev=0.26 e_homo_ha=-0.31321 gap_ev=8.8 molar_mass_da=148.2 fmax_ev_per_a=2.49
H 2.964 -1.047 -0.335 0.34
N 2.675 -0.092 -0.211 -0.67
C 1.417 0.003 0.025 0.27
N 0.420 -0.937 -0.162 -0.48
N -0.813 -0.613 0.633 -0.49
C -1.563 0.398 0.020 0.21
S -3.171 0.284 0.000 -0.14
N -0.783 1.466 -0.352 -0.76
S 0.810 1.658 0.393 0.46
H 0.662 -1.896 0.047 0.39
H -1.380 -1.459 0.886 0.42
H -1.237 2.234 -0.947 0.45

=====

No. 3
16
Properties=species:S:1:pos:R:3:nbo_charge:R:1 method="wB97M-V/def2-TZVPD" multiplicity=1 e_tot_ev=-39411.0077 lumo_ev="-0.91 / -0.91" e_homo_ha="-0.34091 / -0.34096" gap_ev="8.4 / 8.4" molar_mass_da=211.0 fmax_ev_per_a=4.26
O -2.518 0.499 1.102 -0.58
C -1.429 -0.007 1.251 0.66
Cl -0.458 0.575 2.699 -0.09
N -1.059 -1.176 0.728 -0.65
C 0.286 -1.657 0.788 0.15
Cl 0.515 -3.326 1.006 0.06
C 1.312 -0.831 0.549 -0.27
C 1.186 0.546 0.038 -0.23
C 0.088 1.248 0.141 0.10
N -0.428 2.381 -0.135 0.36
O -0.236 3.490 0.309 -0.39
O -1.649 2.230 -0.874 -0.54
H -1.681 -1.840 0.203 0.44
H 2.220 -1.311 0.663 0.23
H 2.160 1.110 -0.394 0.25
H -2.296 2.669 -0.365 0.49

=====

No. 4
14
Properties=species:S:1:pos:R:3:nbo_charge:R:1 method="wB97M-V/def2-TZVPD" multiplicity=1 e_tot_ev=-11212.9821 lumo_ev=0.41 e_homo_ha=-0.36903 gap_ev=10.5 molar_mass_da=114.1 fmax_ev_per_a=3.32
C -1.831 0.903 -0.613 0.13
C 1.483 -0.998 0.188 -0.72
C 1.051 0.403 -0.180 0.40
N -2.918 0.185 -0.607 -0.31
N -2.614 -0.933 -0.013 -0.06
N -1.366 -0.981 0.300 -0.14
N -0.821 0.220 -0.102 -0.29
O 1.427 1.375 0.649 -0.66
H -1.717 1.858 -0.904 0.19
H 1.999 -0.828 1.100 0.21
H 2.130 -1.340 -0.686 0.24
H 0.518 -1.589 0.510 0.30
H 1.210 0.580 -1.225 0.20
H 1.449 1.144 1.582 0.50

=====

No. 5
30
Properties=species:S:1:pos:R:3:nbo_charge:R:1 method="wB97M-V/def2-TZVPD" smiles=Cc1ccccc1.Cc1ccccc1 multiplicity=1 e_tot_ev=-14777.5947 lumo_ev=0.93 e_homo_ha=-0.32744 gap_ev=9.8 molar_mass_da=184.3 fmax_ev_per_a=1.12
C -1.803 0.825 3.177 -0.63
C -1.088 1.669 2.156 0.00
C -1.755 2.202 1.062 -0.22
C -1.065 2.862 0.053 -0.21
C 0.283 3.119 0.201 -0.23
C 0.952 2.638 1.326 -0.20
C 0.283 1.877 2.260 -0.22
H -1.806 -0.213 2.841 0.22
H -2.820 1.149 3.382 0.22
H -1.246 0.828 4.113 0.21
H -2.826 2.049 1.005 0.21
H -1.557 3.072 -0.898 0.22
H 0.928 3.632 -0.501 0.22
H 2.000 2.874 1.495 0.21
H 0.807 1.492 3.128 0.21
C 2.562 -3.212 -1.736 -0.63
C 1.313 -2.387 -1.675 -0.02
C 0.152 -2.836 -2.276 -0.22
C -1.017 -2.057 -2.260 -0.19
C -1.019 -0.852 -1.601 -0.23
C 0.129 -0.416 -0.948 -0.20
C 1.282 -1.164 -0.995 -0.21
H 3.007 -3.437 -0.761 0.22
H 3.342 -2.737 -2.340 0.22
H 2.379 -4.166 -2.237 0.21
H 0.100 -3.826 -2.701 0.20
H -1.854 -2.445 -2.816 0.21
H -1.907 -0.243 -1.532 0.21
H 0.067 0.529 -0.434 0.22
H 2.176 -0.825 -0.489 0.21

=====

No. 6
20
Properties=species:S:1:pos:R:3:nbo_charge:R:1 method="wB97M-V/def2-TZVPD" multiplicity=1 e_tot_ev=-12889.9889 lumo_ev=0.49 e_homo_ha=-0.34114 gap_ev=9.8 molar_mass_da=133.2 fmax_ev_per_a=4.92
H 1.462 -2.482 0.898 0.34
N 1.215 -1.616 0.491 -0.72
C 1.707 -0.655 1.101 0.59
N 2.628 -0.806 2.208 -0.86
N 1.129 0.729 0.912 -0.66
C 2.048 1.775 0.401 -0.41
H 2.569 -0.246 3.005 0.38
H 2.815 -1.759 2.522 0.38
H 0.306 0.721 0.279 0.38
H 2.784 2.046 1.096 0.20
H 1.590 2.638 0.012 0.20
H 2.530 1.144 -0.457 0.18
C -2.253 0.054 0.054 -0.77
C -2.190 0.028 -1.453 0.80
O -2.503 -1.003 -1.902 -0.55
O -1.967 1.123 -2.177 -0.71
H -1.218 -0.366 0.305 0.25
H -3.059 -0.804 0.215 0.25
H -2.484 0.791 0.722 0.22
H -2.208 1.993 -1.853 0.50

=====

Energy relative to the best compared isomer or geometry (same formula, charge and spin) values, unit kJ/mol, following the record order: 187.5 138.0 401.8 366.1 16.5 274.1.